1.
DFT (ωB97M-V/def2-TZVPD) results for C4H29N2O10 as an isolated structure at a distorted geometry.

Its spin multiplicity is 2. The calculation puts the strongest force on any atom at 6.02 eV/Å. As for the energy: -28054.1542 eV. The LUMO energy (alpha / beta) comes out at -6.43 / -11.44 eV. As for the net charge: +2. Its expectation value of S² is 0.763. The calculation puts the gap between HOMO and LUMO (alpha / beta) at 11.3 / 6.2 eV. The HOMO energy (alpha / beta) comes out at -17.69 / -17.66 eV. The relative energy (zero: lowest compared OMol25 entry of this formula, charge and spin) is 89.9 kcal per mole.

Element x y z (Å)
1 N -0.64283 -1.94580 -0.99423
2 C -0.42481 -1.21598 0.31475
3 C -0.55055 -2.21392 1.46504
4 C 0.96309 -0.59235 0.27400
5 N 1.24979 0.59037 0.89687
6 C 0.33130 1.29490 1.76084
7 O 1.83998 -1.14608 -0.39301
8 H -0.30660 -1.36287 -1.78624
9 H -0.15664 -2.86173 -1.01216
10 H -1.67203 -2.06525 -1.15534
11 H -1.20952 -0.45151 0.39038
12 H 0.24916 -2.95899 1.48624
13 H -0.44789 -1.70930 2.42671
14 H -1.54698 -2.66869 1.46319
15 H 2.18689 0.99974 0.78922
16 H -0.63198 1.44983 1.24915
17 H 0.75944 2.25631 2.02453
18 H 0.13622 0.75484 2.69675
19 H -1.65279 3.50124 -0.47431
20 H -1.70586 1.96793 -0.82340
21 O -1.27989 2.64214 -0.24105
22 H 3.11908 0.05354 -0.83461
23 H 4.35783 0.83043 -1.41861
24 O 3.49910 0.94154 -0.99046
25 H -1.68559 2.24586 1.30965
26 H -2.66297 2.07187 2.54361
27 O -1.78494 1.85138 2.21502
28 H -0.41547 1.86885 3.28310
29 H 0.14309 2.28088 4.69757
30 O 0.38833 1.89808 3.84955
31 H 0.55757 0.46816 -2.32934
32 H 0.13769 -0.74578 -3.23259
33 O -0.06881 -0.31346 -2.39275
34 H -1.63332 0.35419 -2.11948
35 H -2.98573 0.98884 -2.60648
36 O -2.49021 0.72720 -1.82188
37 H 1.93342 -4.42115 -0.64059
38 H 1.92770 -2.91391 -0.86249
39 O 1.44436 -3.72224 -1.09310
40 H 0.80348 2.26520 -1.34180
41 H 2.17192 1.65736 -1.76469
42 O 1.25648 1.83631 -2.08327
43 H -2.88079 -0.59664 -0.68586
44 H -3.46925 -2.00178 -0.27142
45 O -2.76251 -1.37128 -0.09971



2.
DFT (ωB97M-V/def2-TZVPD) results for a 2-piece molecular cluster, C5H13O overall at a distorted geometry.

Its spin multiplicity is 1. The calculation puts the strongest force on any atom at 1.54 eV/Å. As for the energy: -7442.5908 eV. The LUMO energy comes out at 3.91 eV. As for the net charge: -1. The calculation puts the gap between HOMO and LUMO at 6.0 eV. The HOMO energy comes out at -2.12 eV. The relative energy (zero: lowest compared OMol25 entry of this formula, charge and spin) is 7.8 kcal per mole.

Element x y z (Å)
1 C -1.30040 -2.57040 -1.37659
2 O -0.20713 -1.89552 -0.90183
3 H -1.75841 -2.12238 -2.27658
4 H -1.05012 -3.62572 -1.63859
5 H -2.09743 -2.67418 -0.58459
6 C -0.93395 0.51241 0.76285
7 C 0.51683 0.63547 0.27180
8 C 0.68803 1.95967 -0.48785
9 C 1.54660 0.46684 1.35615
10 H -1.00660 -0.45211 1.26701
11 H -1.22283 1.32551 1.44049
12 H -1.56364 0.46416 -0.12428
13 H 0.60852 -0.13861 -0.51507
14 H 1.67464 2.01416 -0.96719
15 H 0.62591 2.85723 0.14538
16 H -0.03597 2.03964 -1.29943
17 H 1.50602 -0.51951 1.82714
18 H 2.55468 0.52654 0.92852
19 H 1.45525 1.19680 2.17267



3.
DFT (ωB97M-V/def2-TZVPD) results for a 4-piece molecular cluster, C12H30BrNO9P2S3 overall.

Its spin multiplicity is 1. The calculation puts the strongest force on any atom at 0.92 eV/Å. As for the energy: -153970.0143 eV. The LUMO energy comes out at -0.02 eV. As for the net charge: 0. The calculation puts the gap between HOMO and LUMO at 8.9 eV. The HOMO energy comes out at -8.87 eV. As for the SMILES: C#CCP(Br)[PH2]=N.CCOS(C)(=O)=O.CCOS(C)(=O)=O.CCOS(C)(=O)=O.

Element x y z (Å)
1 C 3.54437 1.16726 -1.10982
2 C 3.80626 0.85928 0.01864
3 C 4.12429 0.48775 1.37321
4 P 5.51172 -0.76816 1.46320
5 Br 6.86616 0.09534 3.02436
6 P 6.61909 -0.65737 -0.44631
7 N 6.51473 -2.07228 -1.11497
8 H 3.58813 1.43351 -2.13712
9 H 4.38400 1.36636 1.95682
10 H 3.24868 0.04914 1.84210
11 H 6.14718 0.37663 -1.27227
12 H 7.93335 -0.30980 -0.07274
13 H 6.09652 -2.02582 -2.03467
14 C -3.32997 2.03599 -2.78542
15 C -3.11655 1.57571 -1.35731
16 O -2.08292 0.57377 -1.24967
17 S -0.57238 1.07065 -1.29138
18 C 0.18911 -0.40315 -0.71787
19 O -0.40780 2.10380 -0.31258
20 O -0.19272 1.29920 -2.65092
21 H -2.46880 2.59015 -3.15605
22 H -4.20417 2.68479 -2.83915
23 H -3.47895 1.18117 -3.44462
24 H -2.88757 2.41481 -0.69864
25 H -4.02188 1.10279 -0.98233
26 H -0.13960 -0.58410 0.30208
27 H 1.26464 -0.24310 -0.74684
28 H -0.08238 -1.22984 -1.36864
29 C -2.82870 4.17168 2.73528
30 C -3.78515 3.07716 3.16281
31 O -5.05273 3.59605 3.62804
32 S -6.09545 4.06852 2.52744
33 C -7.50610 4.17121 3.57282
34 O -6.27192 3.00774 1.58270
35 O -5.74631 5.38061 2.08324
36 H -3.18097 4.67816 1.83785
37 H -1.84793 3.74572 2.52346
38 H -2.73020 4.92193 3.51946
39 H -3.95779 2.36138 2.35792
40 H -3.37737 2.52682 4.00795
41 H -7.74113 3.17777 3.94345
42 H -8.32403 4.55634 2.96877
43 H -7.28627 4.85290 4.38954
44 C 4.39687 -5.02868 -1.07925
45 C 3.48756 -5.19379 -2.27990
46 O 2.13421 -5.55553 -1.90838
47 S 1.19711 -4.40184 -1.36156
48 C -0.32960 -5.26694 -1.48517
49 O 1.20852 -3.31624 -2.29586
50 O 1.48717 -4.16394 0.01808
51 H 4.11532 -4.16231 -0.48292
52 H 5.42662 -4.89136 -1.40776
53 H 4.34198 -5.90581 -0.43458
54 H 3.46751 -4.29168 -2.89239
55 H 3.83430 -6.00978 -2.91009
56 H -0.52712 -5.48123 -2.53141
57 H -1.10067 -4.61753 -1.07712
58 H -0.26027 -6.18178 -0.90348



4.
DFT (ωB97M-V/def2-TZVPD) results for a 2-piece molecular cluster, C4H11N2 overall at a distorted geometry.

Its spin multiplicity is 1. The calculation puts the strongest force on any atom at 4.92 eV/Å. As for the energy: -7292.9344 eV. The LUMO energy (alpha / beta) comes out at -7.61 / -8.22 eV. As for the net charge: +1. The calculation puts the gap between HOMO and LUMO (alpha / beta) at 5.0 / 4.0 eV. The HOMO energy (alpha / beta) comes out at -12.60 / -12.24 eV. The relative energy (zero: lowest compared OMol25 entry of this formula, charge and spin) is 184.8 kcal per mole.

Element x y z (Å)
1 C -0.44329 -0.59107 -1.06777
2 C -1.27940 -0.20965 0.10936
3 C -1.93415 1.16670 0.10333
4 C 2.71607 0.91364 -0.10308
5 N 0.60358 -1.51798 0.98868
6 N 0.17242 -0.45114 0.19894
7 H -0.47232 -1.69742 -1.36238
8 H -0.11242 0.07944 -1.77712
9 H -1.94833 -1.05726 0.54086
10 H -2.91871 1.10982 -0.40412
11 H -1.35471 1.92678 -0.34898
12 H -1.98695 1.45784 1.11116
13 H 1.78587 1.19028 0.45490
14 H 2.73621 -0.08842 -0.50761
15 H 3.54337 1.59687 -0.25920
16 H 0.11538 -1.47795 1.84186
17 H 0.77739 -2.35050 0.48118



5.
DFT (ωB97M-V/def2-TZVPD) results for an isolated ion of composition C4H10N3O and charge +1 at a distorted geometry.

Its spin multiplicity is 3. The calculation puts the strongest force on any atom at 5.76 eV/Å. As for the energy: -10816.0277 eV. The LUMO energy (alpha / beta) comes out at -3.44 / -7.25 eV. As for the net charge: +1. Its expectation value of S² is 2.013. The calculation puts the gap between HOMO and LUMO (alpha / beta) at 6.1 / 7.6 eV. The HOMO energy (alpha / beta) comes out at -9.53 / -14.83 eV. The relative energy (zero: lowest compared OMol25 entry of this formula, charge and spin) is 37.3 kcal per mole.

Element x y z (Å)
1 C -0.29857 -1.70953 0.50700
2 C 1.04744 -1.36554 -0.06392
3 C 1.31976 0.07653 -0.06094
4 C -2.22750 1.17887 0.16731
5 N -1.30090 -0.96144 0.37140
6 N -1.30632 0.13271 -0.28303
7 N 1.65800 0.82506 -1.09905
8 O 1.36443 0.65873 1.10524
9 H -0.44210 -2.71391 0.88417
10 H 1.94006 -1.74262 0.46796
11 H 1.03717 -1.88287 -1.10424
12 H -1.65532 2.04813 0.59194
13 H -2.77225 1.62417 -0.63095
14 H -2.73905 0.74030 1.03574
15 H 1.62738 1.87163 -0.94580
16 H -0.50045 0.51615 -0.68193
17 H 1.71580 0.66592 -2.12856
18 H 1.53241 0.03771 1.86766



6.
DFT (ωB97M-V/def2-TZVPD) results for a 12-piece molecular cluster, C42H67N7O6 overall at a distorted geometry.

Its spin multiplicity is 1. The calculation puts the strongest force on any atom at 5.49 eV/Å. As for the energy: -67353.6860 eV. The LUMO energy comes out at 0.34 eV. As for the net charge: 0. The calculation puts the gap between HOMO and LUMO at 8.1 eV. The HOMO energy comes out at -7.75 eV. As for the SMILES: c1cc[nH]c1.c1cc[nH]c1.c1cc[nH]c1.c1cc[nH]c1.c1cc[nH]c1.c1cc[nH]c1.CNC(C)=O.CC(C)=O.CC(C)=O.CC(C)=O.CC(C)=O.CC(C)=O.

Element x y z (Å)
1 C -3.11805 -1.14318 5.96743
2 C -3.29248 -0.78319 4.61510
3 C -3.12462 0.57440 4.49260
4 N -2.66550 1.03689 5.65513
5 C -2.50920 -0.02970 6.55219
6 H -3.36621 -2.09580 6.41165
7 H -3.76890 -1.40285 3.86981
8 H -3.30294 1.18200 3.61771
9 H -2.39408 2.00516 5.74933
10 H -2.24378 0.11163 7.58949
11 C 1.98777 -1.84871 6.13250
12 C 1.53779 -2.49495 4.98349
13 C 0.40637 -1.78904 4.59444
14 N 0.14715 -0.76184 5.48937
15 C 1.14221 -0.82361 6.43551
16 H 2.79859 -2.24406 6.72635
17 H 2.05435 -3.31718 4.51075
18 H -0.24581 -2.03709 3.77010
19 H -0.65448 -0.14806 5.46127
20 H 1.04770 -0.30099 7.37590
21 C 0.21950 3.52925 -4.16286
22 C -0.51372 2.34566 -3.99019
23 C -1.59028 2.48187 -4.81650
24 N -1.52490 3.69206 -5.44050
25 C -0.38283 4.35502 -5.10388
26 H 1.16177 3.73948 -3.67878
27 H -0.35313 1.53089 -3.29971
28 H -2.38318 1.78534 -5.04573
29 H -2.08338 3.97088 -6.23452
30 H -0.06379 5.24504 -5.62586
31 C 4.00749 1.94582 3.17202
32 C 3.11177 1.65471 2.09508
33 C 2.25430 0.70115 2.57422
34 N 2.57522 0.33977 3.83440
35 C 3.61776 1.14063 4.27261
36 H 4.86175 2.60577 3.13848
37 H 3.06414 2.09194 1.10869
38 H 1.41671 0.21458 2.09662
39 H 2.03376 -0.24480 4.45503
40 H 4.00815 0.88536 5.24669
41 C 0.41135 -1.47424 -0.13665
42 C -0.33369 -1.81243 0.97201
43 C -1.28953 -0.85274 1.05293
44 N -1.13208 0.04333 0.03533
45 C -0.12870 -0.39496 -0.80207
46 H 1.20752 -2.00096 -0.64169
47 H -0.18542 -2.60708 1.68820
48 H -2.02911 -0.64495 1.81205
49 H -1.67366 0.86356 -0.19706
50 H 0.16125 0.17719 -1.67095
51 C -2.67023 -2.60557 -4.30624
52 C -1.54982 -2.19086 -3.72645
53 C -0.95938 -1.20037 -4.55273
54 N -1.75803 -1.08440 -5.64554
55 C -2.72938 -2.09114 -5.58413
56 H -3.31454 -3.32628 -3.82474
57 H -1.14621 -2.42339 -2.75206
58 H -0.03259 -0.66481 -4.40909
59 H -1.52766 -0.46719 -6.41111
60 H -3.39849 -2.22866 -6.42067
61 C -3.35165 0.91430 -2.44699
62 N -3.30762 2.41188 -2.31956
63 C -2.99325 3.12280 -1.25761
64 C -2.96398 4.60977 -1.47135
65 O -2.87621 2.58534 -0.17337
66 H -2.35669 0.48521 -2.56551
67 H -4.04464 0.67516 -3.25363
68 H -3.73413 0.53494 -1.49941
69 H -3.50383 2.92487 -3.16717
70 H -2.79290 5.12964 -0.52870
71 H -3.85272 4.95637 -1.99869
72 H -2.06558 4.68980 -2.08336
73 C 2.59293 0.45158 -3.68970
74 C 3.09327 0.81052 -2.33227
75 C 3.82347 -0.23403 -1.58120
76 O 2.83194 1.94192 -1.90155
77 H 3.42459 0.40587 -4.39281
78 H 1.87673 1.18038 -4.06917
79 H 2.13739 -0.53830 -3.66286
80 H 3.19533 -1.09651 -1.35829
81 H 4.18817 0.15308 -0.62976
82 H 4.63412 -0.62932 -2.19332
83 C 0.36943 2.67132 0.37919
84 C 0.65086 4.16658 0.34600
85 C 2.10237 4.64079 0.27627
86 O -0.21723 4.99403 0.35182
87 H 0.20956 2.30206 1.39220
88 H 1.27044 2.20332 -0.01738
89 H -0.44249 2.48323 -0.32331
90 H 2.71025 4.00988 -0.37223
91 H 2.52468 4.63943 1.28114
92 H 2.02033 5.67279 -0.06483
93 C -4.94885 0.12374 1.54475
94 C -6.27341 0.42505 0.90582
95 C -6.23625 1.13906 -0.48457
96 O -7.31012 0.26180 1.50512
97 H -4.18288 -0.19012 0.83561
98 H -5.12618 -0.60583 2.33493
99 H -4.59778 0.99648 2.09537
100 H -5.81846 0.41084 -1.17974
101 H -5.71043 2.08782 -0.59162
102 H -7.23277 1.34689 -0.87428
103 C 5.93789 -2.04563 1.43009
104 C 4.99142 -3.12769 1.14335
105 C 3.67728 -3.01845 1.90252
106 O 5.25681 -4.05351 0.38151
107 H 5.98731 -1.92093 2.51180
108 H 5.65355 -1.12155 0.92676
109 H 6.95173 -2.26415 1.09473
110 H 3.94497 -3.16794 2.94851
111 H 3.02430 -3.85736 1.66181
112 H 3.10821 -2.12971 1.62973
113 C 2.28925 -5.56986 -3.82086
114 C 2.05814 -4.75517 -2.55332
115 C 2.70529 -5.33543 -1.29106
116 O 1.46323 -3.69205 -2.58785
117 H 2.33409 -5.01418 -4.75751
118 H 1.40905 -6.21229 -3.79611
119 H 3.19687 -6.16552 -3.72327
120 H 2.02675 -5.14927 -0.45856
121 H 3.71333 -4.95604 -1.12362
122 H 2.76013 -6.42203 -1.35744



- The highest energy belongs to which entry?
  C4H11N2



- Number 6 is which compound?
  C42H67N7O6



- Number 4 is which compound?
  C4H11N2